No. 1
This record from the OMol25 dataset describes a 3-piece molecular cluster, C4H13N3O overall. The level of theory is ωB97M-V/def2-TZVPD.

Values from the calculation:
HOMO-LUMO gap = 8.72 eV
calculated total energy = -399.6245 hartree
energy relative to the best compared isomer or geometry (same formula, charge and spin) = 3.340 eV
LUMO energy = 0.7 eV
SMILES = [H]/N=C(/N)CC.C=O.N

CARTESIAN COORDINATES (ANGSTROEM)
H (-0.52718, -0.59494, -2.50396)
N (-0.37754, 0.33381, -2.12367)
C (-0.88105, 0.47335, -0.92962)
N (-0.96832, 1.74278, -0.44427)
C (-1.10340, -0.64398, 0.01645)
C (-2.03336, -0.37265, 1.19097)
H (-0.59830, 2.45787, -1.05034)
H (-0.81948, 1.89290, 0.53834)
H (-0.03183, -0.88263, 0.49107)
H (-1.42707, -1.52628, -0.53834)
H (-1.59676, 0.34119, 1.88824)
H (-2.99033, 0.02390, 0.85383)
H (-2.21748, -1.29579, 1.74026)
C (1.54339, -0.90514, 1.56590)
O (2.50744, -0.35014, 1.05120)
H (0.94677, -0.39039, 2.33963)
H (1.49889, -2.00617, 1.64641)
N (2.23486, 0.38378, -1.22510)
H (2.85330, -0.34798, -1.56059)
H (2.78301, 1.23361, -1.14433)
H (1.20442, 0.43288, -1.80209)

Results of the Löwdin charge analysis, in e, for atoms 1 through 5: atom 1 (H): 0.058, atom 2 (N): 0.049, atom 3 (C): -0.508, atom 4 (N): 0.151, atom 5 (C): -0.187


No. 2
This record from the OMol25 dataset describes C4H13N3S in the gas phase. The level of theory is ωB97M-V/def2-TZVPD.

Values from the calculation:
HOMO-LUMO gap = 9.64 eV
calculated total energy = -722.5765 hartree
energy relative to the best compared isomer or geometry (same formula, charge and spin) = 2.513 eV
LUMO energy = 0.8 eV
SMILES = NCNC[C@H](N)CS

CARTESIAN COORDINATES (ANGSTROEM)
N (2.45138, 1.24977, 0.53462)
C (1.16388, 2.01159, 0.51912)
N (-0.09321, 1.49079, -0.04867)
C (-0.77780, 0.44860, 0.77297)
C (-1.19945, -0.79379, -0.05826)
N (-1.80163, -1.58918, 1.02738)
C (-0.05386, -1.46767, -0.84027)
S (-0.24707, -1.81341, -2.59789)
H (2.25944, 0.34253, 0.14818)
H (3.25367, 1.67886, 0.09454)
H (1.14818, 2.39204, 1.61447)
H (1.27771, 2.97688, -0.03709)
H (0.22060, 1.03780, -0.90020)
H (-0.03656, 0.04914, 1.48812)
H (-1.71823, 0.87600, 1.10126)
H (-1.90828, -0.21777, -0.84342)
H (-1.08839, -2.25704, 1.40505)
H (-2.55742, -2.21845, 0.79506)
H (0.74432, -0.74334, -0.78452)
H (0.24820, -2.42463, -0.31628)
H (-1.28546, -1.02872, -3.07419)

Results of the Löwdin charge analysis, in e, for atoms 1 through 5: atom 1 (N): -0.007, atom 2 (C): -0.319, atom 3 (N): -0.064, atom 4 (C): -0.212, atom 5 (C): -0.448


No. 3
This record from the OMol25 dataset describes a 2-piece molecular cluster, C4H13N4 overall. The level of theory is ωB97M-V/def2-TZVPD.

Values from the calculation:
HOMO-LUMO gap = 8.82 eV
total charge = +1
calculated total energy = -378.9909 hartree
energy relative to the best compared isomer or geometry (same formula, charge and spin) = 1.220 eV
LUMO energy = -4.4 eV

CARTESIAN COORDINATES (ANGSTROEM)
N (0.89942, -1.19425, 0.81772)
C (0.20526, -0.53102, 1.88700)
N (-0.99443, -1.16401, 2.21797)
N (0.53636, 0.57584, 2.38206)
H (1.89810, -1.23108, 1.00240)
H (0.55502, -2.14522, 0.70975)
H (-0.87031, -2.10304, 2.58207)
H (-1.47904, -0.60688, 2.91124)
H (1.36956, 0.95933, 1.94295)
C (-1.30397, 1.79891, -1.27091)
C (-1.00820, 0.46671, -1.94508)
C (1.32974, 0.18442, -2.52301)
N (0.38728, 0.05547, -1.69416)
H (-1.27543, 1.70776, -0.18083)
H (-0.58092, 2.55267, -1.56900)
H (-2.29490, 2.13357, -1.55569)
H (-1.63656, -0.33720, -1.56167)
H (-1.14628, 0.53244, -3.02060)
H (2.32725, -0.13030, -2.24094)
H (1.12279, 0.60216, -3.49952)
H (0.59750, -0.33664, -0.73573)

Results of the Löwdin charge analysis, in e, for atoms 1 through 5: atom 1 (N): 0.074, atom 2 (C): -0.602, atom 3 (N): 0.106, atom 4 (N): 0.137, atom 5 (H): 0.111


No. 4
This record from the OMol25 dataset describes C4H13N4 as an isolated structure. The level of theory is ωB97M-V/def2-TZVPD.

Values from the calculation:
HOMO-LUMO gap = 9.70 eV
total charge = +1
calculated total energy = -378.8468 hartree
energy relative to the best compared isomer or geometry (same formula, charge and spin) = 5.142 eV
LUMO energy = -3.7 eV

CARTESIAN COORDINATES (ANGSTROEM)
C (-0.42766, -1.58607, -0.22964)
C (0.05601, 0.17858, -0.13141)
C (2.51186, -0.00085, 0.31414)
C (1.20336, 0.61050, 0.79314)
N (-1.21412, 0.33333, 0.65659)
N (-0.04128, 0.72298, -1.38597)
N (-1.96440, 1.38334, 0.31561)
N (-1.83154, -1.24948, 0.10348)
H (-0.14226, -1.96562, -1.12127)
H (-0.13977, -2.15314, 0.67918)
H (2.82210, 0.59416, -0.56976)
H (2.43754, -1.07406, -0.03188)
H (3.11162, -0.09841, 1.15127)
H (1.42283, 1.76432, 0.87636)
H (0.81889, 0.27275, 1.87514)
H (0.83841, 1.14141, -1.64394)
H (-0.45188, 0.31372, -2.19690)
H (-1.59144, 1.98132, -0.42369)
H (-2.63112, 1.85070, 0.89028)
H (-2.42936, -1.24120, -0.72938)
H (-2.35781, -1.77829, 0.80867)

Results of the Löwdin charge analysis, in e, for atoms 1 through 5: atom 1 (C): -0.003, atom 2 (C): -0.464, atom 3 (C): -0.096, atom 4 (C): -0.192, atom 5 (N): -0.015


No. 5
This record from the OMol25 dataset describes a 2-piece molecular cluster, C4H13N4O overall. The level of theory is ωB97M-V/def2-TZVPD.

Values from the calculation:
HOMO-LUMO gap = 10.51 eV
total charge = +1
calculated total energy = -454.2209 hartree
energy relative to the best compared isomer or geometry (same formula, charge and spin) = 2.908 eV
LUMO energy = -2.9 eV

CARTESIAN COORDINATES (ANGSTROEM)
C (-1.42960, -1.43091, 2.55767)
C (0.72714, -0.13421, 1.65650)
N (2.12598, -0.40455, 1.48779)
N (0.00188, -0.97210, 2.49397)
N (0.26689, 0.95268, 1.05408)
H (2.68655, -0.67951, 2.40506)
H (2.78257, 0.12843, 0.93665)
H (0.53035, -1.71981, 3.03134)
H (-0.77340, 0.91605, 0.98082)
H (0.62453, 1.46209, 0.19456)
H (-1.48934, -1.81148, 3.60000)
H (-1.55653, -2.28705, 1.87963)
H (-2.10443, -0.79051, 2.02363)
C (0.42452, -0.57425, -2.10982)
C (-0.41309, 0.77786, -2.32218)
O (-0.40973, 1.52400, -1.37324)
N (-1.23779, 0.72953, -3.40377)
H (-2.00819, 1.30471, -3.57683)
H (-1.11781, -0.08278, -4.06141)
H (0.22274, -0.86694, -1.16321)
H (1.46590, -0.34489, -2.57290)
H (0.06233, -1.39022, -2.80892)

Results of the Löwdin charge analysis, in e, for atoms 1 through 5: atom 1 (C): -0.027, atom 2 (C): -0.377, atom 3 (N): 0.120, atom 4 (N): 0.013, atom 5 (N): 0.189


No. 6
This record from the OMol25 dataset describes a 2-piece molecular cluster, C4H13N4O overall. The level of theory is ωB97M-V/def2-TZVPD.

Values from the calculation:
HOMO-LUMO gap (alpha / beta) = 7.97 / 7.01 eV
total charge = +1
calculated total energy = -454.1182 hartree
energy relative to the best compared isomer or geometry (same formula, charge and spin) = 5.703 eV
LUMO energy (alpha / beta) = -5.3 / -5.7 eV

CARTESIAN COORDINATES (ANGSTROEM)
C (1.94285, 0.36368, -0.06765)
C (-0.14303, -2.54014, -0.18973)
C (-1.63283, 1.56165, -1.14735)
C (-1.67877, 1.09150, 1.29676)
N (3.11712, -0.29097, -0.23538)
N (0.75624, -1.56935, 0.27427)
N (0.79509, -0.44079, -0.26573)
N (-0.83637, 1.22508, 0.09538)
O (1.87935, 1.50475, 0.23403)
H (0.02434, -3.58938, 0.02591)
H (-1.06598, -2.38121, 0.26118)
H (-0.26782, -2.44613, -1.27081)
H (-2.06214, 2.54842, -1.03810)
H (-0.86193, 1.56098, -1.99183)
H (-2.44135, 0.93850, -1.32338)
H (-2.44742, 0.34786, 1.28276)
H (-1.06095, 0.82515, 2.13952)
H (-2.33221, 2.04007, 1.66241)
H (3.15702, -1.15847, -0.72521)
H (3.89889, 0.22443, -0.54376)
H (1.24424, -1.66697, 1.19624)
H (0.01567, 1.85135, 0.33048)

Results of the Löwdin charge analysis, in e, for atoms 1 through 5: atom 1 (C): -0.570, atom 2 (C): -0.012, atom 3 (C): -0.049, atom 4 (C): -0.117, atom 5 (N): 0.212


No. 7
This record from the OMol25 dataset describes a 2-piece molecular cluster, C4H13N4O overall. The level of theory is ωB97M-V/def2-TZVPD.

Values from the calculation:
HOMO-LUMO gap = 10.65 eV
total charge = +1
calculated total energy = -454.2989 hartree
energy relative to the best compared isomer or geometry (same formula, charge and spin) = 0.786 eV
LUMO energy = -2.7 eV

CARTESIAN COORDINATES (ANGSTROEM)
C (1.30324, 2.57406, -2.03792)
C (0.24835, 0.31739, -1.95799)
N (1.25919, 1.14983, -1.60333)
N (-0.26594, 0.58943, -3.17470)
N (-0.06882, -0.77266, -1.29889)
H (1.68389, 0.94804, -0.71082)
H (0.38169, 3.16015, -2.03770)
H (1.69373, 2.51923, -3.07505)
H (0.12097, 1.25931, -3.80382)
H (-1.08090, 0.07582, -3.45601)
H (0.21190, -0.84760, -0.31806)
H (-0.79896, -1.33193, -1.70271)
H (2.06749, 3.01944, -1.41758)
C (-0.36377, -2.48011, 3.23866)
C (-0.57379, -1.15075, 2.42253)
O (0.19960, -0.91185, 1.50187)
N (-1.47235, -0.30410, 2.93307)
H (-1.34423, -2.95377, 3.30128)
H (-0.02194, -2.13344, 4.19807)
H (-1.55112, 0.64610, 2.59725)
H (-1.92457, -0.36605, 3.82939)
H (0.29633, -3.00653, 2.57246)

Results of the Löwdin charge analysis, in e, for atoms 1 through 5: atom 1 (C): -0.036, atom 2 (C): -0.427, atom 3 (N): 0.039, atom 4 (N): 0.203, atom 5 (N): 0.232


No. 8
This record from the OMol25 dataset describes a 2-piece molecular cluster, C4H13N4O overall. The level of theory is ωB97M-V/def2-TZVPD.

Values from the calculation:
HOMO-LUMO gap = 10.75 eV
total charge = +1
calculated total energy = -454.2602 hartree
energy relative to the best compared isomer or geometry (same formula, charge and spin) = 1.839 eV
LUMO energy = -2.8 eV

CARTESIAN COORDINATES (ANGSTROEM)
C (0.97325, -0.84611, -3.11992)
C (1.21150, -1.00048, -1.66485)
O (0.46821, -0.42273, -0.88232)
N (2.21095, -1.80759, -1.19919)
H (2.10869, -2.06294, -0.23218)
H (2.86557, -2.44216, -1.63196)
H (1.58639, -1.29925, -3.89472)
H (0.78593, 0.16956, -3.45219)
H (0.00384, -1.37368, -3.30415)
C (-1.89334, -0.46438, 0.27704)
C (-0.75220, 1.21732, 1.63434)
N (-0.00964, 0.20486, 2.16686)
N (-1.82009, 0.83478, 0.94487)
N (-0.41666, 2.45390, 1.96685)
H (0.47769, -0.45348, 1.57985)
H (0.45113, 0.21866, 3.06772)
H (-2.57316, 1.46759, 0.70253)
H (-0.58625, 3.22577, 1.34255)
H (0.18307, 2.68535, 2.74043)
H (-2.57816, -1.06386, 0.87250)
H (-1.00239, -1.08528, 0.22720)
H (-2.19659, -0.21952, -0.75421)

Results of the Löwdin charge analysis, in e, for atoms 1 through 5: atom 1 (C): -0.002, atom 2 (C): -0.554, atom 3 (O): -0.025, atom 4 (N): 0.176, atom 5 (H): 0.100


No. 9
This record from the OMol25 dataset describes a 2-piece molecular cluster, C4H13NO overall. The level of theory is ωB97M-V/def2-TZVPD.

Values from the calculation:
HOMO-LUMO gap = 10.47 eV
calculated total energy = -290.1885 hartree
energy relative to the best compared isomer or geometry (same formula, charge and spin) = 0.231 eV
LUMO energy = 1.0 eV
SMILES = CC[C@H](C)N.O

CARTESIAN COORDINATES (ANGSTROEM)
C (0.02974, -0.38230, -1.82191)
C (0.11476, 0.68434, -0.69259)
C (-0.28159, 0.16401, 0.66094)
C (-1.70657, -0.39329, 0.67200)
N (-0.09103, 1.25197, 1.64829)
H (-1.00568, -0.69454, -1.94993)
H (0.33599, 0.07377, -2.76610)
H (0.67541, -1.22414, -1.59287)
H (-0.54335, 1.48751, -1.00326)
H (1.14249, 1.05607, -0.67827)
H (0.33723, -0.63670, 1.05621)
H (-2.04028, -0.55688, 1.70387)
H (-2.44707, 0.26923, 0.22683)
H (-1.74371, -1.37761, 0.20468)
H (-0.62528, 1.03432, 2.48032)
H (-0.45742, 2.11490, 1.25331)
O (2.98265, -1.21144, 0.00241)
H (2.83964, -1.19577, 0.95459)
H (2.48404, -0.46342, -0.35854)

Results of the Löwdin charge analysis, in e, for atoms 1 through 5: atom 1 (C): -0.093, atom 2 (C): -0.242, atom 3 (C): -0.485, atom 4 (C): -0.075, atom 5 (N): 0.024


No. 10
This record from the OMol25 dataset describes a 2-piece molecular cluster, C4H13NO overall. The level of theory is ωB97M-V/def2-TZVPD.

Values from the calculation:
HOMO-LUMO gap = 10.47 eV
calculated total energy = -290.1522 hartree
energy relative to the best compared isomer or geometry (same formula, charge and spin) = 1.219 eV
LUMO energy = 0.9 eV
SMILES = CC(C)CN.O

CARTESIAN COORDINATES (ANGSTROEM)
C (-1.48583, 0.66497, 1.25807)
C (-0.47288, -0.24571, 0.58328)
C (0.89270, 0.26924, 1.14895)
C (-0.62463, -1.71275, 1.11967)
N (0.56539, -2.57013, 0.88371)
H (-1.51717, 0.47181, 2.34453)
H (-2.56675, 0.46315, 1.09080)
H (-1.27872, 1.74331, 1.12390)
H (-0.36326, -0.26845, -0.51692)
H (1.74900, 0.13942, 0.45177)
H (0.87890, 1.35726, 1.21417)
H (1.09119, -0.20086, 2.11461)
H (-1.48665, -2.10446, 0.56854)
H (-0.90356, -1.50844, 2.15332)
H (1.04432, -1.87309, 0.31417)
H (0.43186, -3.26821, 0.15038)
O (1.27432, 2.47878, -5.23842)
H (0.82373, 3.08252, -5.85764)
H (1.94804, 3.08163, -4.90688)

Results of the Löwdin charge analysis, in e, for atoms 1 through 5: atom 1 (C): -0.113, atom 2 (C): -0.412, atom 3 (C): -0.106, atom 4 (C): -0.275, atom 5 (N): 0.003


No. 11
This record from the OMol25 dataset describes a 3-piece molecular cluster, C4H13NO2 overall. The level of theory is ωB97M-V/def2-TZVPD.

Values from the calculation:
HOMO-LUMO gap (alpha / beta) = 2.89 / 9.22 eV
total charge = -1
2S+1 = 2
expectation value of S² = 0.7504
calculated total energy = -365.3841 hartree
energy relative to the best compared isomer or geometry (same formula, charge and spin) = 0.189 eV
LUMO energy (alpha / beta) = 4.0 / 3.9 eV

CARTESIAN COORDINATES (ANGSTROEM)
N (0.71946, 0.25546, 1.41341)
C (0.08595, 1.58629, 1.28115)
C (-1.02679, 1.30810, 0.24652)
C (-1.51171, -0.09500, 0.55888)
C (-0.35293, -0.72799, 1.31222)
H (1.24449, 0.14270, 2.27497)
H (0.87034, 2.26671, 0.95924)
H (-0.44135, 1.99299, 2.18593)
H (-0.57640, 1.32741, -0.75505)
H (-1.85171, 1.99280, 0.41953)
H (-1.77966, -0.65421, -0.34447)
H (-2.38699, -0.12569, 1.22119)
H (-0.03024, -1.70472, 0.94162)
H (-0.66918, -1.15785, 2.28351)
H (1.83134, -0.29062, -0.35145)
H (2.71583, -1.34037, -0.87539)
O (2.06764, -0.69656, -1.21545)
H (0.30891, -0.95408, -2.28954)
H (-0.80714, -1.91149, -2.76665)
O (-0.41916, -1.04962, -2.92000)

Results of the Löwdin charge analysis, in e, for atoms 1 through 5: atom 1 (N): -0.100, atom 2 (C): -0.301, atom 3 (C): -0.216, atom 4 (C): -0.228, atom 5 (C): -0.414


No. 12
This record from the OMol25 dataset describes a 3-piece molecular cluster, C4H13NO2 overall. The level of theory is ωB97M-V/def2-TZVPD.

Values from the calculation:
HOMO-LUMO gap (alpha / beta) = 2.73 / 8.57 eV
total charge = -1
2S+1 = 2
expectation value of S² = 0.7504
calculated total energy = -365.3120 hartree
energy relative to the best compared isomer or geometry (same formula, charge and spin) = 2.151 eV
LUMO energy (alpha / beta) = 3.6 / 3.7 eV

CARTESIAN COORDINATES (ANGSTROEM)
C (0.75903, 0.29909, -0.02930)
C (0.04537, -0.92025, 0.28026)
C (-0.91408, -1.01887, -0.72043)
N (-1.42504, 0.04910, -1.61042)
C (0.41243, -1.84042, 1.37313)
H (1.27004, 0.46323, -1.00800)
H (0.04636, 1.06285, -0.08677)
H (1.39835, 0.62612, 0.79624)
H (-1.77024, -1.80269, -0.54601)
H (-0.88132, 0.94252, -1.48996)
H (-1.33920, -0.12419, -2.57023)
H (0.28319, -1.26390, 2.30851)
H (0.09361, -2.85342, 1.45415)
H (1.45317, -1.81917, 1.22393)
H (1.74971, 1.54876, -2.22263)
H (2.66535, 2.56751, -1.79507)
O (2.06067, 2.46418, -2.47492)
H (-2.24025, -0.17958, 2.30479)
H (-1.45810, 1.04132, 2.67053)
O (-2.20905, 0.75781, 2.14220)

Results of the Löwdin charge analysis, in e, for atoms 1 through 5: atom 1 (C): -0.256, atom 2 (C): -0.401, atom 3 (C): -0.213, atom 4 (N): -0.002, atom 5 (C): -0.218